[1]
A 2-piece molecular cluster, C3H10OS overall in a non-equilibrium geometry. Source: the Open Molecules 2025 dataset; level of theory: ωB97M-V with the def2-TZVPD basis set.

Cartesian coordinates (Å):
C  -1.27246  -2.69774  -0.47367
O  -0.49588  -3.66606  0.28036
H  -0.56355  -2.21870  -1.16503
H  -1.98887  -3.27708  -1.08028
H  -1.81419  -1.95585  0.09674
H  0.18395  -3.22774  0.75035
C  1.65691  2.17596  1.13946
S  0.47046  0.87120  0.68803
C  -0.34619  1.60531  -0.74868
H  1.13783  3.14050  1.19932
H  2.43649  2.22274  0.35653
H  2.06327  1.92874  2.08437
H  -0.97346  0.77791  -1.18873
H  -0.93988  2.45076  -0.45886
H  0.44557  1.87005  -1.47990

energy relative to the best compared isomer or geometry (same formula, charge and spin)	22.78	kcal per mole
charge	-1
2S+1	2
orbital gap (spin up / spin down)	2.197 / 8.754	eV
<S²>	0.751
molar mass	94.2	g mol⁻¹

Results of the natural (NBO) charge analysis, in e, for atoms 1 through 4:
1. C -0.27
2. O -0.77
3. H 0.17
4. H 0.16



[2]
A 2-piece molecular cluster, C3H10OS overall in a non-equilibrium geometry. Source: the Open Molecules 2025 dataset; level of theory: ωB97M-V with the def2-TZVPD basis set.

Cartesian coordinates (Å):
C  0.89858  0.85932  1.65760
C  0.41596  0.21302  0.28849
C  -0.07297  1.25964  -0.62332
S  -1.02937  0.56685  -2.08145
H  1.62925  0.29862  2.31990
H  1.67263  1.68315  1.28757
H  0.11840  1.19348  2.41336
H  -0.31536  -0.62759  0.47910
H  1.26097  -0.30839  -0.11988
H  -0.80780  2.05925  -0.15125
H  0.59645  2.10883  -1.10526
H  -0.47607  -0.56582  -1.78203
O  -1.41760  -3.22652  -0.79295
H  -1.79788  -2.37102  -0.40258
H  -0.67520  -3.14282  -1.38730

energy relative to the best compared isomer or geometry (same formula, charge and spin)	33.55	kcal per mole
charge	0
2S+1	1
orbital gap	9.913	eV
SMILES	CCCS.O
molar mass	94.2	g mol⁻¹

Results of the natural (NBO) charge analysis, in e, for atoms 1 through 4:
1. C -0.62
2. C -0.45
3. C -0.51
4. S -0.04



[3]
A 2-piece molecular cluster, C3H10OS2 overall in a non-equilibrium geometry. Source: the Open Molecules 2025 dataset; level of theory: ωB97M-V with the def2-TZVPD basis set.

Cartesian coordinates (Å):
C  1.79262  -1.51007  -1.47660
C  1.66841  -0.50618  -0.31630
S  0.13596  -0.82691  0.59232
S  -1.00914  0.05139  -1.27100
C  -1.41700  1.58764  -0.40422
H  1.13099  -1.11272  -2.24762
H  1.33003  -2.44043  -1.14377
H  2.78933  -1.65238  -1.89393
H  2.49376  -0.54470  0.40211
H  1.62711  0.52820  -0.66398
H  -2.23062  1.48347  0.30952
H  -0.53761  1.87419  0.17860
H  -1.55651  2.24095  -1.26622
O  -0.49215  1.45953  3.29168
H  -1.15005  1.48030  2.58589
H  0.16506  0.88883  2.86971

energy relative to the best compared isomer or geometry (same formula, charge and spin)	21.22	kcal per mole
charge	0
2S+1	1
orbital gap	8.588	eV
SMILES	CCSSC.O
molar mass	126.2	g mol⁻¹

Results of the natural (NBO) charge analysis, in e, for atoms 1 through 4:
1. C -0.63
2. C -0.54
3. S 0.07
4. S 0.09



[4]
A 2-piece molecular cluster, C3H10OS2 overall in a non-equilibrium geometry. Source: the Open Molecules 2025 dataset; level of theory: ωB97M-V with the def2-TZVPD basis set.

Cartesian coordinates (Å):
C  -0.19997  -0.91660  -1.98706
C  -1.25529  0.02715  -1.28784
S  -1.25256  -0.40441  0.35721
S  -0.58038  0.97975  1.52440
C  0.93049  1.89129  0.95955
H  0.83479  -0.80225  -1.54989
H  -0.21439  -0.70061  -2.96671
H  -0.37486  -2.01743  -1.89209
H  -0.91936  1.07284  -1.46780
H  -2.31347  0.00330  -1.68506
H  0.88786  3.01969  1.26974
H  1.77326  1.53983  1.43357
H  1.08937  1.99200  -0.10988
O  0.73857  -2.20094  2.38295
H  0.94800  -1.27032  2.21051
H  -0.09205  -2.21329  2.80838

energy relative to the best compared isomer or geometry (same formula, charge and spin)	34.90	kcal per mole
charge	0
2S+1	1
orbital gap	8.566	eV
SMILES	CCSSC.O
molar mass	126.2	g mol⁻¹

Results of the natural (NBO) charge analysis, in e, for atoms 1 through 4:
1. C -0.60
2. C -0.62
3. S 0.15
4. S 0.04



[5]
A 3-piece molecular cluster, C3H10OS2 overall in a non-equilibrium geometry. Source: the Open Molecules 2025 dataset; level of theory: ωB97M-V with the def2-TZVPD basis set.

Cartesian coordinates (Å):
C  -0.96155  0.32381  2.12130
C  -0.49475  1.16144  0.90579
S  1.24717  1.22868  0.72517
S  -1.49249  -1.31443  -1.00702
C  0.19988  -1.74741  -1.21492
H  -1.43652  -0.62938  1.91571
H  -0.08318  0.18148  2.75121
H  -1.62128  0.90582  2.76134
H  -0.87384  2.17325  1.03375
H  -0.79977  0.61399  -0.03324
H  0.71964  -1.23062  -0.35895
H  0.65899  -1.49973  -2.16534
H  0.33739  -2.79817  -0.94596
H  1.51482  1.52754  -2.60547
H  1.32395  0.47567  -1.51442
O  1.76154  0.62806  -2.36894

energy relative to the best compared isomer or geometry (same formula, charge and spin)	98.18	kcal per mole
charge	0
2S+1	1
orbital gap	5.023	eV
molar mass	126.2	g mol⁻¹

Results of the natural (NBO) charge analysis, in e, for atoms 1 through 4:
1. C -0.63
2. C -0.59
3. S 0.04
4. S 0.11



[6]
A 2-piece molecular cluster, C3H10OS2 overall in a non-equilibrium geometry. Source: the Open Molecules 2025 dataset; level of theory: ωB97M-V with the def2-TZVPD basis set.

Cartesian coordinates (Å):
C  -2.63469  -0.25417  2.54567
C  -2.38680  0.09820  1.09180
O  -2.03309  -1.03035  0.29719
H  -3.18832  -1.19570  2.61709
H  -1.77900  -0.27427  3.19514
H  -3.27395  0.51748  3.00052
H  -1.60450  0.85200  0.99011
H  -3.27117  0.57207  0.68277
H  -2.86845  -1.41406  0.00739
C  1.56959  1.38957  -2.09569
S  1.40152  0.96977  -0.36253
S  1.41320  -1.14615  -0.49404
H  2.46954  0.94868  -2.53130
H  1.71503  2.46432  -2.10281
H  0.72217  1.09970  -2.68958
H  1.32687  -1.15862  -1.82916

energy relative to the best compared isomer or geometry (same formula, charge and spin)	22.38	kcal per mole
charge	0
2S+1	1
orbital gap	8.618	eV
SMILES	CCO.CSS
molar mass	126.2	g mol⁻¹

Results of the natural (NBO) charge analysis, in e, for atoms 1 through 4:
1. C -0.63
2. C -0.07
3. O -0.71
4. H 0.21



[7]
A single C3H10OSi molecule in a non-equilibrium geometry. Source: the Open Molecules 2025 dataset; level of theory: ωB97M-V with the def2-TZVPD basis set.

Cartesian coordinates (Å):
C  -0.87455  1.37107  -0.22368
C  0.19150  0.28942  -0.19322
Si  0.56742  -0.26870  1.79031
C  0.18265  -0.92076  -1.16545
O  0.37855  -0.48509  -2.52448
H  -1.88807  0.94556  0.10323
H  -0.70436  2.21558  0.38373
H  -0.74703  1.74458  -1.28974
H  1.22953  0.68217  -0.56639
H  2.02653  -1.02730  1.82526
H  -0.44259  -1.23818  1.97679
H  0.45074  0.75765  2.82426
H  -0.69442  -1.49117  -1.06421
H  0.93388  -1.69878  -0.74025
H  0.98090  -1.17462  -2.88258

energy relative to the best compared isomer or geometry (same formula, charge and spin)	60.23	kcal per mole
charge	0
2S+1	1
orbital gap	10.480	eV
SMILES	C[C@@H]([SiH3])CO
molar mass	90.2	g mol⁻¹

Results of the natural (NBO) charge analysis, in e, for atoms 1 through 4:
1. C -0.64
2. C -0.54
3. Si 0.80
4. C -0.08



[8]
A 2-piece molecular cluster, C3H10S overall in a non-equilibrium geometry. Source: the Open Molecules 2025 dataset; level of theory: ωB97M-V with the def2-TZVPD basis set.

Cartesian coordinates (Å):
C  -1.10693  0.72967  1.69702
C  -0.75850  2.20296  1.73119
S  -0.23128  2.77925  3.37679
H  -2.05431  0.44318  2.18125
H  -0.37418  0.19527  2.30686
H  -1.04198  0.33284  0.68586
H  0.07985  2.38115  1.05074
H  -1.59398  2.75836  1.37723
H  0.70260  1.80961  3.66077
C  1.33017  -2.71892  -3.67059
H  0.71434  -1.90397  -3.21392
H  0.88927  -3.49343  -3.02945
H  2.38292  -2.68514  -3.42528
H  1.06199  -2.83083  -4.72847

energy relative to the best compared isomer or geometry (same formula, charge and spin)	10.11	kcal per mole
charge	0
2S+1	1
orbital gap	9.930	eV
SMILES	CCS.C
molar mass	78.2	g mol⁻¹

Results of the natural (NBO) charge analysis, in e, for atoms 1 through 4:
1. C -0.62
2. C -0.51
3. S -0.06
4. H 0.21



no.,energy (eV)
1,-16153.761
2,-16154.411
3,-26990.370
4,-26989.777
5,-26987.033
6,-26990.320
7,-13196.062
8,-14107.898